Formula: C3H8NO2P
Source: the OMol25 dataset
Level of theory: the ωB97M-V functional and the def2-TZVPD basis

- Multiplicity: 1
- LUMO energy: 0.411 eV
- Total charge: 0
- HOMO level: -9.9 eV
- Energy above the lowest of the compared OMol25 structures with the same formula, charge and spin: 2.9 kcal/mol
- Frontier orbital gap: 10.269 eV
- SMILES string: C=N[P@@](C)(=O)OC

Cartesian coordinates (Å):
C -2.46435 -0.80017 -0.34412
C 1.96855 -0.91474 -0.23828
C 0.12555 1.56645 -0.06929
N -1.20194 -0.81709 -0.19367
O -0.67933 0.16535 2.28905
O 1.09334 -0.85316 0.84853
P -0.24364 0.03205 0.89573
H -2.76892 -1.34229 -1.26878
H -3.16490 -0.29987 0.37418
H 1.41475 -1.29015 -1.11449
H 2.82964 -1.59594 0.12278
H 2.40756 0.18959 -0.40887
H 1.06309 2.20086 0.27191
H 0.32781 1.46530 -1.13872
H -0.70721 2.29380 -0.02595

Cartesian forces, eV/Å:
C 0.966 -0.190 0.005
C 2.034 1.347 0.092
C 1.370 1.887 0.434
N -0.579 0.409 -0.486
O -0.315 0.352 -0.267
O -0.764 0.385 0.905
P 0.910 0.069 -0.186
H -0.650 0.443 0.913
H 0.366 -0.450 -0.759
H 0.649 0.098 0.084
H -1.382 1.050 -1.040
H -0.766 -2.536 -0.037
H -1.799 -1.601 -0.056
H -0.187 -0.693 0.100
H 0.148 -0.569 0.300

Mulliken atomic charge list, values in e, 5 entries: C -0.2366; C -0.5369; C -1.0821; N -0.3193; O -0.6887